No. 1
Formula: C12H17BrF8N5O3P
Source: the Open Molecules 2025 dataset
Level of theory: the ωB97M-V functional and the def2-TZVPD basis

Calculated values
LUMO level = -1.3 eV
Kohn-Sham gap = 8.998 eV
2S+1 = 1

Last column: natural (NBO) charge in e.
Geometry (Å):
C  3.281  2.428  0.760  -0.337
C  2.072  2.524  0.228  -0.230
C  0.838  2.005  0.910  -0.269
N  0.061  1.091  0.032  -0.371
C  -1.166  1.558  -0.570  0.096
O  -0.988  1.793  -1.946  -0.561
C  -1.544  3.016  -2.419  -0.252
C  0.544  -0.129  -0.130  0.629
N  1.624  -0.562  0.588  -0.424
C  1.789  -1.799  0.272  0.287
N  0.909  -2.225  -0.649  -0.050
N  0.759  -3.467  -1.202  -0.383
C  2.004  -3.924  -1.807  0.978
O  2.695  -4.735  -1.356  -0.462
F  2.237  -3.244  -2.907  -0.279
C  0.107  -4.463  -0.400  0.972
O  -0.015  -5.569  -0.719  -0.469
F  -0.385  -3.901  0.710  -0.305
N  0.084  -1.129  -0.945  -0.220
C  -0.989  -1.199  -1.922  -0.085
Br  -0.275  -1.524  -3.707  0.032
C  -2.081  -2.207  -1.584  -0.449
C  -3.389  -1.841  -2.283  -0.607
H  3.394  2.107  1.790  0.225
H  4.161  2.679  0.180  0.201
H  1.915  3.024  -0.727  0.194
H  0.161  2.827  1.152  0.226
H  1.064  1.513  1.851  0.297
H  -1.465  2.464  -0.041  0.217
H  -1.959  0.814  -0.413  0.173
H  -1.161  3.867  -1.846  0.184
H  -1.234  3.124  -3.457  0.210
H  -2.637  3.004  -2.373  0.179
H  2.544  -2.456  0.689  0.248
H  -1.397  -0.203  -2.023  0.279
H  -1.770  -3.212  -1.881  0.220
H  -2.249  -2.162  -0.502  0.229
H  -4.161  -2.582  -2.081  0.235
H  -3.741  -0.866  -1.931  0.207
H  -3.252  -1.761  -3.364  0.223
F  1.293  2.160  3.679  -0.626
P  0.515  2.195  5.175  2.598
F  0.362  2.085  6.799  -0.583
F  -0.729  1.468  4.330  -0.608
F  1.102  0.660  5.337  -0.593
F  -0.581  3.417  5.254  -0.590
F  1.656  3.339  5.453  -0.586


No. 2
Formula: C12H17BrN4O4S
Source: the Open Molecules 2025 dataset
Level of theory: the ωB97M-V functional and the def2-TZVPD basis

Calculated values
LUMO level = 0.2 eV
Kohn-Sham gap = 8.906 eV
2S+1 = 1

Last column: natural (NBO) charge in e.
Geometry (Å):
C  -2.436  -4.077  -2.077  -0.636
C  -2.121  -3.399  -0.751  -0.068
H  -3.035  -2.984  -0.314  0.201
H  -1.654  -4.095  -0.052  0.189
O  -1.165  -2.349  -0.912  -0.523
C  -1.653  -1.172  -1.354  0.897
O  -2.822  -0.934  -1.541  -0.660
N  -0.652  -0.281  -1.570  -0.456
C  0.722  -0.582  -1.212  -0.225
H  0.793  -0.766  -0.132  0.198
C  1.613  0.590  -1.615  -0.244
N  1.175  1.836  -1.027  -0.672
S  2.035  2.423  0.266  2.346
O  1.639  3.796  0.433  -0.953
O  3.413  2.121  0.038  -0.930
C  1.486  1.505  1.708  -0.462
C  2.094  0.296  1.964  -0.143
C  1.665  -0.443  3.059  -0.193
C  0.654  0.073  3.858  0.069
N  0.093  1.239  3.629  -0.460
C  0.480  1.973  2.578  0.416
N  -0.159  3.137  2.367  -0.794
H  -0.746  3.475  3.112  0.407
H  0.267  3.787  1.716  0.431
H  0.290  -0.467  4.721  0.210
Br  2.445  -2.125  3.448  0.068
H  2.897  -0.040  1.326  0.252
C  -0.263  2.035  -0.948  -0.240
H  -0.477  3.077  -1.198  0.225
C  -0.974  1.089  -1.908  -0.230
H  -2.057  1.198  -1.826  0.261
H  -0.675  1.305  -2.939  0.194
H  -0.621  1.843  0.072  0.201
H  1.612  0.696  -2.705  0.206
H  2.642  0.433  -1.292  0.250
H  1.040  -1.492  -1.728  0.221
H  -3.115  -4.907  -1.908  0.217
H  -2.908  -3.366  -2.751  0.225
H  -1.524  -4.451  -2.536  0.208


No. 3
Formula: C12H17F3IN2O
Source: the Open Molecules 2025 dataset
Level of theory: the ωB97M-V functional and the def2-TZVPD basis

Calculated values
LUMO level = -5.0 eV
Kohn-Sham gap = 7.878 eV
net charge = +1
2S+1 = 1

Last column: natural (NBO) charge in e.
Geometry (Å):
C  4.278  -1.431  -0.342  -0.620
C  2.918  -0.732  -0.570  -0.436
C  2.650  0.461  0.345  -0.321
I  2.920  -0.035  2.441  0.159
C  1.252  1.000  0.191  0.212
C  0.778  1.999  1.070  -0.107
C  -0.475  2.474  0.986  -0.118
C  -0.995  3.539  1.929  0.977
F  -1.851  4.344  1.297  -0.299
F  -1.565  3.027  3.013  -0.287
F  0.053  4.280  2.331  -0.304
C  -1.264  1.957  -0.039  0.118
N  -0.726  1.063  -0.826  -0.057
C  -1.554  0.536  -1.951  -0.216
C  -1.851  -0.954  -1.799  -0.441
C  -2.275  -1.376  -0.404  -0.071
O  -2.613  -2.750  -0.502  -0.537
C  -2.449  -3.407  0.754  -0.252
N  0.480  0.545  -0.759  -0.172
H  4.089  -2.492  -0.198  0.230
H  4.818  -1.071  0.533  0.218
H  4.934  -1.281  -1.197  0.227
H  2.104  -1.442  -0.423  0.216
H  2.889  -0.381  -1.605  0.231
H  3.334  1.281  0.119  0.254
H  1.455  2.377  1.825  0.277
H  -2.281  2.285  -0.183  0.265
H  -2.461  1.121  -2.067  0.228
H  -0.966  0.671  -2.859  0.248
H  -1.047  -1.593  -2.158  0.240
H  -2.697  -1.165  -2.458  0.250
H  -3.177  -0.857  -0.048  0.177
H  -1.470  -1.289  0.340  0.161
H  -1.382  -3.581  0.927  0.172
H  -2.991  -4.348  0.741  0.212
H  -2.863  -2.775  1.547  0.168


No. 4
Formula: C12H17F4N4O2PbSbSe4
Source: the Open Molecules 2025 dataset
Level of theory: the ωB97M-V functional and the def2-TZVPD basis

Calculated values
LUMO level (alpha / beta) = 4.3 / 4.4 eV
Kohn-Sham gap (alpha / beta) = 3.207 / 2.716 eV
net charge = -2
2S+1 = 1

Last column: natural (NBO) charge in e.
Geometry (Å):
Pb  -1.145  -0.066  -0.941  1.001
C  0.656  2.461  -2.267  -0.406
N  0.466  2.198  -0.878  -0.507
C  -0.389  3.226  -0.291  -0.430
C  1.552  1.670  -0.064  -0.226
C  1.045  1.155  1.348  -0.236
N  -0.151  0.295  1.306  -0.733
C  -0.398  -0.440  2.357  0.126
C  -1.344  -1.544  2.267  0.262
F  -2.134  -1.660  1.148  -0.316
C  -1.714  -2.250  3.414  0.341
F  -2.782  -3.169  3.380  -0.352
C  -1.235  -2.012  4.675  -0.454
C  -0.419  -0.876  4.810  0.339
F  -0.139  -0.368  6.053  -0.338
C  0.024  -0.203  3.692  0.235
F  0.708  0.969  3.920  -0.353
H  0.899  3.561  -2.425  0.157
H  1.576  1.957  -2.598  0.187
H  -0.210  2.191  -2.820  0.238
H  0.064  4.175  -0.378  0.150
H  -1.219  3.285  -1.019  0.254
H  -0.690  2.971  0.740  0.221
H  2.118  0.821  -0.616  0.224
H  2.334  2.468  0.064  0.153
H  1.922  0.689  1.894  0.182
H  0.906  2.029  2.031  0.187
H  -1.744  -2.432  5.586  0.229
C  2.401  -1.259  -3.648  -0.263
O  1.304  -1.758  -2.854  -0.503
C  1.560  -2.062  -1.579  0.853
O  2.423  -1.525  -0.886  -0.697
N  0.583  -2.833  -0.989  -0.484
N  0.697  -3.155  0.403  -0.649
H  3.156  -2.058  -3.728  0.165
H  3.003  -0.513  -3.178  0.201
H  1.975  -1.042  -4.651  0.211
H  -0.039  -3.321  -1.630  0.417
H  0.628  -4.176  0.559  0.356
H  1.560  -2.709  0.691  0.395
Se  -3.172  3.007  -3.493  -0.631
Sb  -4.819  0.899  -1.978  0.220
Se  -3.455  1.518  0.013  -0.913
Se  -3.286  0.931  -4.407  -0.148
Se  -3.076  -1.044  -3.032  -0.668


No. 5
Formula: C12H17F9Ni2O8
Source: the Open Molecules 2025 dataset
Level of theory: the ωB97M-V functional and the def2-TZVPD basis

Calculated values
LUMO level (alpha / beta) = -7.9 / -9.5 eV
<S²> = 6.01
Kohn-Sham gap (alpha / beta) = 9.338 / 7.744 eV
net charge = +2
2S+1 = 5

Last column: Mulliken spin population.
Geometry (Å):
Ni  1.116  1.531  1.220  1.797
Ni  0.633  -1.573  1.175  1.817
O  1.620  -0.141  2.230  0.168
H  2.499  0.206  2.478  -0.001
O  0.172  0.240  0.164  0.157
H  -0.433  0.025  -0.572  0.014
C  -0.779  -6.638  -1.331  0.000
C  -0.331  -5.160  -1.009  0.000
O  -1.560  -4.356  -1.038  0.004
C  -1.631  -3.101  -0.672  0.001
O  -0.697  -2.360  -0.350  0.009
C  -3.092  -2.503  -0.744  -0.001
F  -3.358  -2.079  0.534  0.000
F  -3.095  -1.495  -1.571  0.000
F  -4.004  -3.351  -1.006  0.000
H  0.027  -7.345  -1.134  0.000
H  -1.080  -6.660  -2.378  0.000
H  -1.680  -6.960  -0.809  0.000
H  0.306  -4.824  -1.827  0.000
H  0.036  -5.121  0.017  0.000
C  -3.549  1.485  1.037  0.000
C  -2.531  2.530  0.997  0.000
O  -2.417  3.260  2.288  0.000
C  -1.478  2.749  3.126  0.002
O  -0.508  2.055  2.731  0.016
C  -1.672  3.329  4.563  0.002
F  -1.767  2.259  5.473  0.000
F  -0.644  4.116  4.853  0.000
F  -2.758  4.166  4.627  0.000
H  -4.499  1.870  1.408  0.000
H  -3.343  0.688  1.752  0.000
H  -3.705  0.934  0.109  0.000
H  -2.866  3.224  0.227  0.001
H  -1.640  2.146  0.500  0.001
C  2.091  2.610  -3.787  0.000
C  2.435  2.529  -2.253  -0.004
O  3.792  2.029  -1.969  0.000
C  4.043  1.495  -0.744  0.003
O  3.206  1.347  0.143  0.009
C  5.503  0.992  -0.629  0.003
F  6.122  1.886  0.140  0.000
F  5.543  -0.217  0.007  0.000
F  5.950  0.829  -1.855  0.000
H  1.602  1.669  -4.040  0.000
H  2.955  2.727  -4.441  0.000
H  1.371  3.409  -3.966  0.000
H  1.623  1.988  -1.767  0.004
H  2.473  3.561  -1.904  0.000


No. 6
Formula: C12H17FN3O10PS3
Source: the Open Molecules 2025 dataset
Level of theory: the ωB97M-V functional and the def2-TZVPD basis

Calculated values
LUMO level = -1.7 eV
Kohn-Sham gap = 6.799 eV
2S+1 = 1

Last column: natural (NBO) charge in e.
Geometry (Å):
N  -1.154  -4.656  -5.150  -1.308
P  -0.677  -4.494  -3.606  2.087
O  -2.004  -5.000  -2.560  -0.950
O  0.760  -5.434  -3.223  -0.976
C  -0.184  -2.643  -3.254  -0.427
C  0.411  -1.696  -4.494  -0.119
C  0.902  -0.115  -4.267  -0.238
C  0.763  0.496  -2.732  0.061
C  1.246  2.042  -2.352  -0.500
C  2.501  1.838  -1.266  0.028
F  3.152  0.489  -1.415  -0.395
C  0.129  -0.460  -1.540  0.098
N  -0.154  -0.179  -0.077  -0.543
S  -0.814  -1.634  0.711  0.759
N  -0.877  -2.845  -0.594  -0.557
C  -0.347  -2.017  -1.743  0.142
H  -0.512  -5.337  -5.640  0.375
H  -1.675  -5.635  -1.855  0.504
H  0.705  -6.359  -3.606  0.503
H  0.459  -2.230  -5.553  0.269
H  1.343  0.505  -5.176  0.260
H  0.352  2.662  -1.864  0.288
H  1.629  2.644  -3.307  0.234
H  3.355  2.623  -1.423  0.194
H  2.003  1.918  -0.198  0.202
C  1.843  -0.878  5.605  -0.101
C  1.082  -1.694  4.564  -0.106
O  -0.061  -0.908  4.237  -0.674
S  0.328  0.671  4.362  2.492
O  0.653  1.162  3.041  -0.883
O  -0.637  1.312  5.224  -0.880
O  1.719  0.481  5.190  -0.671
H  1.385  -0.976  6.594  0.193
H  2.897  -1.164  5.664  0.217
H  0.782  -2.674  4.941  0.217
H  1.676  -1.821  3.652  0.199
C  -1.772  3.023  1.947  -0.103
C  -2.453  4.379  2.109  -0.104
O  -2.152  5.093  0.912  -0.674
S  -2.038  4.034  -0.322  2.500
O  -3.304  4.018  -1.022  -0.873
O  -0.773  4.242  -0.988  -0.900
O  -1.936  2.675  0.573  -0.669
H  -0.699  3.093  2.155  0.206
H  -2.216  2.258  2.590  0.216
H  -2.092  4.924  2.985  0.215
H  -3.541  4.268  2.172  0.191


For the records above, the corresponding maximum force values read 1.6, 1.1, 2.1, 2.7, 3.3, 7.3 eV Å⁻¹.
For the records above, the corresponding total energy values read -4681.300805, -3959.687998, -1249.220574, -11275.176135, -4984.136052, -3019.490231 Ha.